Record 1
DFT (ωB97M-V with the def2-TZVPD basis set) results for a molecular structure, C22H41NO19S4Ti2 at a distorted geometry.

* expectation value of S²: 12.00
* largest force on an atom: 6.08 eV Å⁻¹
* LUMO (alpha / beta): -0.0050 / -0.0075 hartree
* E_tot: -153437.0733 eV
* 2S+1: 7
* energy relative to the best compared isomer or geometry (same formula, charge and spin): 0.0 kcal per mole

XYZ file:
```
89
Properties=species:S:1:pos:R:3:forces:R:3
Ti -1.5869 0.1717 2.8463 -0.747 0.129 0.402
Ti 1.8206 -0.1086 -1.3907 0.909 0.004 -1.031
S -0.0645 0.1022 0.5950 0.081 0.462 -2.238
O 0.9880 1.0583 0.3785 1.810 2.394 -0.808
O 0.0115 -0.8090 -0.5195 -0.635 -1.953 -2.243
O 0.1558 -0.6091 1.7791 0.982 -2.919 5.240
O -1.3870 0.6779 0.7099 -2.404 1.571 0.127
C 1.6425 4.7209 1.0438 -0.478 0.260 0.719
C 2.7378 3.7449 1.2581 0.755 -0.591 -0.440
O 3.5918 4.0409 0.1196 1.323 -0.945 -0.049
C 3.3352 5.2661 -0.3902 1.768 0.305 -0.953
O 3.9624 5.9205 -1.2100 -1.235 -1.957 1.751
O 2.2689 5.6861 0.2353 -2.345 2.464 -0.179
H 1.3895 5.2219 1.9782 -0.384 -0.091 -0.141
H 0.7629 4.2741 0.5803 -0.038 0.213 -0.209
H 2.4530 2.6932 1.2272 -0.053 0.164 -0.269
H 3.2085 3.9378 2.2222 0.653 0.095 -0.254
C -3.1725 -1.5810 -0.7139 0.963 0.984 -0.140
C -2.7321 -0.5412 -1.7383 0.848 1.858 0.921
O -3.3196 -0.9292 -2.9389 -0.743 -0.194 -0.863
C -3.6762 -2.2007 -2.8411 -0.442 -3.199 -2.001
O -3.9251 -2.9345 -3.8013 0.391 2.063 2.900
O -3.6284 -2.6309 -1.5221 -0.506 -0.338 -1.650
H -3.9656 -1.1459 -0.1059 -0.052 -0.449 0.252
H -2.3015 -1.8994 -0.1412 -0.315 -0.065 0.241
H -1.6656 -0.4119 -1.9222 0.045 -0.548 0.366
H -3.0618 0.4560 -1.4469 -0.310 0.002 -0.129
C -0.5976 2.7889 -2.1328 -2.125 -0.217 0.722
C 0.0358 4.1345 -2.2097 -0.756 0.621 -0.683
O 1.3649 3.7882 -2.1800 3.357 0.121 -0.016
C 1.5811 2.5083 -2.5621 3.276 0.027 0.144
O 2.6841 2.0003 -2.8254 -3.495 1.368 0.919
O 0.4311 1.8583 -2.4828 -0.915 -0.553 -0.913
H -1.4590 2.8263 -2.7996 0.193 -0.935 -0.351
H -0.9733 2.5051 -1.1497 0.215 0.045 0.146
H -0.2641 4.8602 -1.4537 0.376 -0.323 0.387
H -0.1477 4.6354 -3.1602 -0.195 -0.068 -0.204
C 3.2059 -0.3687 2.5088 -0.499 -0.409 -0.569
C 2.9813 0.6417 3.5686 0.179 0.565 0.089
O 3.6972 0.1146 4.7032 -0.478 0.149 0.294
C 4.5034 -0.8876 4.3175 1.618 -1.590 1.238
O 5.2584 -1.5153 5.0759 -2.396 1.998 -2.717
O 4.3352 -1.0961 2.9720 0.715 -0.601 0.583
H 3.3368 0.0882 1.5279 0.516 -0.238 -0.023
H 2.3089 -0.9825 2.4259 0.383 -0.522 -0.013
H 1.9022 0.7064 3.7085 0.174 0.405 0.693
H 3.4327 1.5903 3.2779 -0.148 0.181 0.396
C -4.7984 3.9138 -0.0983 1.581 -1.069 0.404
C -4.2459 3.1177 1.1951 -0.302 1.129 -1.282
C -5.0014 1.8409 1.5289 -0.440 0.018 0.822
C -4.3963 1.2301 2.7469 -0.795 0.411 -1.995
N -3.8749 0.7826 3.6579 0.678 -0.449 1.001
H -4.1901 4.8049 -0.2530 -0.536 0.556 0.659
H -5.8718 4.0676 -0.2091 0.098 0.273 0.694
H -4.5209 3.4362 -1.0379 -0.028 -0.928 0.098
H -4.2417 3.7494 2.0833 -0.587 0.263 -0.047
H -3.1760 2.9198 1.1302 0.045 -0.266 -0.689
H -5.1295 1.1161 0.7250 0.651 -0.105 -0.044
H -6.0362 2.0941 1.7594 -0.092 0.091 0.306
C 0.3929 -2.9343 4.0454 -0.369 -0.479 -0.440
S -1.3978 -2.9027 4.3290 0.008 1.094 -1.107
O -1.7296 -1.4151 4.3266 -0.203 -0.468 0.212
C -1.9029 -3.4482 2.6323 0.480 -0.377 0.949
H 0.6245 -3.9740 3.8138 0.288 -0.062 0.208
H 0.9381 -2.5770 4.9190 -0.256 -0.111 0.036
H 0.6135 -2.3245 3.1693 -0.112 0.109 0.091
H -1.4719 -4.4404 2.4986 0.169 0.025 -0.213
H -1.4912 -2.7106 1.9434 -0.037 -0.081 -0.046
H -2.9826 -3.5702 2.5458 0.050 0.393 0.265
C 0.9339 -3.8471 0.0539 0.816 0.002 -0.003
S 2.2041 -5.1414 -0.4038 0.503 0.712 -2.651
O 1.8803 -5.7306 -1.7804 -0.753 0.015 1.685
C 3.5748 -4.0548 -1.0134 -0.370 0.146 1.491
H 0.1286 -3.9532 -0.6730 -0.023 0.116 0.187
H 1.3704 -2.8484 0.0683 0.122 0.090 -0.749
H 0.6233 -3.9154 1.0965 -0.270 -0.815 -0.105
H 3.7344 -3.2769 -0.2668 0.465 -0.033 0.107
H 3.3451 -3.5555 -1.9547 -0.417 -0.481 0.060
H 4.4196 -4.7373 -1.1060 0.005 0.231 -0.015
C 2.0236 -2.8621 -5.5926 -0.080 1.975 0.073
S 1.5756 -2.4718 -3.8237 -0.245 -1.483 0.202
O 2.2532 -1.1742 -3.4038 -0.743 0.170 -0.354
C -0.2719 -2.3066 -3.9963 1.388 0.938 -0.631
H 2.0382 -1.8838 -6.0730 -0.234 0.253 -0.095
H 1.2929 -3.4518 -6.1462 0.108 -0.329 0.557
H 3.0609 -3.1746 -5.7122 -0.244 -0.574 0.584
H -0.5502 -3.1673 -4.6045 -0.338 -0.110 0.542
H -0.5145 -1.3969 -4.5454 0.086 0.048 -0.148
H -0.6912 -2.1944 -2.9965 0.100 -0.583 -0.063
```
Positions in Å, forces in eV/Å.

Record 2
DFT (ωB97M-V with the def2-TZVPD basis set) results for 2 unconnected molecules or ions with the total composition C5H8N2OS at a distorted geometry.

* largest force on an atom: 3.64 eV Å⁻¹
* LUMO (alpha / beta): -0.0569 / -0.0568 hartree
* E_tot: -21173.6380 eV
* energy relative to the best compared isomer or geometry (same formula, charge and spin): 114.8 kcal per mole

XYZ file:
```
17
Properties=species:S:1:pos:R:3:forces:R:3
C 0.2236 0.0082 -0.2265 -2.234 -1.589 -1.058
C -0.9154 -0.6763 -0.7994 0.871 -1.018 0.886
C 0.8825 -0.9483 0.4111 0.948 -0.668 2.451
C -2.0585 -0.0468 -1.5073 -1.531 -2.085 0.744
C 1.9927 -0.8272 1.4126 2.256 0.569 -2.803
N -0.8513 -1.9410 -0.4805 -1.249 -0.345 -0.789
N -1.1562 2.1686 2.8046 0.331 -0.776 -0.398
O 0.2561 -2.1474 0.2973 0.705 1.195 -0.584
S -0.2158 1.3314 3.7473 -0.717 0.509 -0.935
H -2.0360 -0.1329 -2.5615 0.623 0.572 -1.167
H -3.0666 -0.4922 -1.3088 1.010 -0.269 0.382
H -2.1665 0.9052 -1.0985 0.003 2.060 -0.085
H 2.2107 0.2324 1.6314 0.123 -0.332 -0.721
H 1.8368 -1.1843 2.3548 -1.207 -1.529 2.376
H 2.9394 -1.3776 1.0617 -1.232 1.034 0.292
H 0.1457 1.0161 -0.0720 0.919 2.438 0.083
H -1.2835 1.7458 1.8360 0.381 0.233 1.325
```
Positions in Å, forces in eV/Å.